# 1
The following is a quantum chemistry calculation of a structure of composition C24H24N2O4S at a distorted geometry, from the Open Molecules 2025 dataset.

Its spin multiplicity is 1. The calculation puts the relative energy (zero: lowest compared OMol25 entry of this formula, charge and spin) at 882.14 kJ/mol. For the electronic energy, the calculation gives -47275.674 eV. The calculation puts the HOMO energy at -0.253 Eh.

Each line ends with the Mulliken charge.
Element x y z (Å)
C (4.3514, -1.0249, -0.8724)  -0.598
C (3.5147, -2.2742, -1.1719)  -0.607
C (2.0594, -1.9482, -0.8183)  -0.229
N (2.0357, -0.4943, -0.5727)  0.397
C (0.9424, 0.1682, -0.3041)  0.106
C (0.9978, 1.5771, -0.0559)  0.478
C (1.5269, 2.4968, -1.0132)  -0.265
C (1.7044, 3.8297, -0.6856)  -0.885
C (1.3214, 4.3098, 0.5755)  -0.524
C (0.7697, 3.4296, 1.5161)  -0.716
C (0.6076, 2.0881, 1.2121)  0.015
C (3.3747, 0.1308, -0.6460)  -0.465
H (4.9516, -1.1642, 0.0301)  0.301
H (5.0290, -0.7862, -1.6947)  0.316
H (3.5774, -2.5257, -2.2340)  0.305
H (3.8608, -3.1339, -0.5964)  0.346
H (1.3755, -2.2255, -1.6348)  0.315
H (1.7414, -2.4950, 0.0838)  -0.035
H (-0.0562, -0.4214, -0.3038)  -0.509
H (1.8031, 2.1220, -2.0025)  0.570
H (2.1441, 4.5091, -1.4204)  0.382
H (1.4499, 5.3642, 0.8205)  0.383
H (0.4601, 3.7970, 2.4973)  0.422
H (0.2191, 1.3831, 1.9504)  0.259
H (3.6059, 0.6906, 0.2713)  0.307
H (3.4299, 0.8381, -1.4841)  0.253
C (-3.0117, -0.8937, -4.8811)  -0.392
C (-2.2219, 0.2061, -4.5326)  -0.636
C (-2.0516, 0.5515, -3.1898)  -0.273
C (-2.6637, -0.2182, -2.1974)  -0.108
S (-2.4926, 0.2722, -0.4780)  1.421
C (-1.1682, -0.7297, 0.2305)  -0.293
C (-1.2286, -0.7842, 1.7235)  0.364
C (-0.3604, -1.6954, 2.3746)  -0.477
C (-0.2265, -1.7097, 3.7571)  -0.707
C (-1.0323, -0.8618, 4.5418)  -0.205
N (-0.9186, -0.8624, 5.9593)  0.942
O (-1.6849, -0.1220, 6.6200)  -0.603
O (-0.0609, -1.5995, 6.4978)  -0.618
C (-1.9561, -0.0027, 3.9217)  -0.669
C (-2.0648, 0.0194, 2.5382)  -0.035
O (-2.0202, 1.6412, -0.4884)  -0.678
O (-3.7634, -0.0820, 0.1071)  -0.736
C (-3.4924, -1.2914, -2.5396)  -0.277
C (-3.6518, -1.6372, -3.8831)  -0.615
H (-3.1334, -1.1682, -5.9299)  0.368
H (-1.7349, 0.8078, -5.3006)  0.381
H (-1.4597, 1.4201, -2.9065)  0.445
H (-1.3961, -1.7270, -0.1802)  0.603
H (0.2189, -2.3969, 1.7697)  0.321
H (0.4895, -2.3594, 4.2539)  0.482
H (-2.5774, 0.6400, 4.5407)  0.480
H (-2.8351, 0.6703, 2.1310)  0.402
H (-4.0155, -1.8414, -1.7592)  0.423
H (-4.2836, -2.4866, -4.1463)  0.370



# 2
The following is a quantum chemistry calculation of a structure of composition C24H25AsF6N6PS3Ti at a distorted geometry, from the Open Molecules 2025 dataset.

Its spin multiplicity is 2. Its expectation value of S² is 0.76. For the electronic energy, the calculation gives -176292.534 eV. The calculation puts the HOMO energy (alpha / beta) at -0.304 / -0.303 Eh.

Each line ends with the Mulliken charge.
Element x y z (Å)
Ti (0.0960, 0.7821, -0.4560)  0.657
S (-1.0256, -1.3233, -1.0961)  -0.656
P (-1.0839, -1.4817, 0.9330)  1.220
S (-0.0890, -0.0087, 1.8906)  -0.647
C (-0.4604, -3.1025, 1.4434)  0.744
C (-1.1338, -4.2486, 1.0148)  -0.487
C (-0.6592, -5.5010, 1.3721)  -0.692
C (0.4862, -5.6120, 2.1559)  -0.484
C (1.1521, -4.4736, 2.5832)  -0.664
C (0.6805, -3.2165, 2.2256)  -0.260
C (-2.8130, -1.5401, 1.4994)  0.600
C (-3.0802, -1.3232, 2.8505)  -0.509
C (-4.3776, -1.4452, 3.3311)  -0.723
C (-5.4118, -1.7868, 2.4673)  -0.441
C (-5.1486, -2.0046, 1.1223)  -0.777
C (-3.8498, -1.8833, 0.6389)  -0.248
H (-2.0237, -4.1633, 0.4004)  0.373
H (-1.1789, -6.3920, 1.0372)  0.394
H (0.8626, -6.5917, 2.4263)  0.387
H (2.0495, -4.5617, 3.1853)  0.393
H (1.1988, -2.3218, 2.5464)  0.341
H (-2.2749, -1.0470, 3.5206)  0.420
H (-4.5823, -1.2702, 4.3812)  0.408
H (-6.4237, -1.8848, 2.8446)  0.398
H (-5.9551, -2.2628, 0.4444)  0.406
H (-3.6394, -2.0539, -0.4113)  0.485
S (2.2676, -3.9885, -1.0583)  -0.360
C (2.1011, -2.4833, -0.5714)  0.403
N (1.9416, -1.3970, -0.1602)  -0.084
N (-4.5803, 3.2166, 1.7109)  -0.736
N (-3.8739, 2.3644, 0.8657)  1.398
N (-4.4402, 1.7912, -0.1760)  -1.006
C (-3.4244, 1.0704, -0.6247)  -0.457
N (-2.3284, 1.2104, 0.1304)  0.771
N (-2.6435, 2.0674, 1.0912)  -0.927
H (-5.2360, 3.7224, 1.1361)  0.294
H (-3.9090, 3.8296, 2.1490)  0.302
H (-3.4764, 0.4370, -1.4944)  0.591
F (-0.0466, 2.8031, 0.0308)  -0.480
As (-0.4643, 3.4938, -1.6154)  2.269
F (0.0115, 4.9982, -1.0357)  -0.457
F (1.1235, 3.0072, -2.0224)  -0.400
F (-0.7730, 4.0149, -3.1885)  -0.465
F (-0.8962, 1.7856, -2.0845)  -0.430
F (-2.0619, 3.7250, -1.1404)  -0.526
C (2.3740, -0.0121, -2.8579)  -1.828
C (3.0691, 0.3462, -1.5386)  2.505
C (4.3620, -0.4927, -1.4301)  -1.884
C (2.0975, 0.0405, -0.3497)  -1.397
C (3.5037, 1.8182, -1.5080)  -0.120
C (3.3493, 2.6471, -0.4008)  -0.007
C (3.7860, 3.9681, -0.4204)  -1.023
C (4.3939, 4.4909, -1.5488)  -0.445
C (4.5628, 3.6755, -2.6617)  -1.006
C (4.1248, 2.3600, -2.6355)  -0.283
H (1.9395, -1.0085, -2.7892)  0.378
H (3.0740, -0.0280, -3.6957)  0.548
H (1.5901, 0.6971, -3.1120)  0.252
H (4.1846, -1.5570, -1.5814)  0.436
H (4.8291, -0.3518, -0.4500)  0.387
H (5.0736, -0.1657, -2.1912)  0.476
H (2.5406, 0.4061, 0.5652)  0.831
H (2.8730, 2.2946, 0.4995)  0.358
H (3.6392, 4.5895, 0.4550)  0.401
H (4.7311, 5.5203, -1.5649)  0.394
H (5.0300, 4.0667, -3.5583)  0.385
H (4.2663, 1.7450, -3.5185)  0.304



# 3
The following is a quantum chemistry calculation of a structure of composition C24H25AuBrN4O5 at a distorted geometry, from the Open Molecules 2025 dataset.

Its spin multiplicity is 1. Its total charge is +1. For the electronic energy, the calculation gives -115218.529 eV. The calculation puts the HOMO energy at -0.416 Eh.

Each line ends with the Mulliken charge.
Element x y z (Å)
Au (0.0458, -0.0718, 0.2595)  0.595
O (4.3118, -3.1627, -0.7862)  -0.616
C (3.3136, -4.0165, -0.4080)  0.468
C (3.6148, -5.3718, -0.4328)  -0.651
C (2.6502, -6.2966, -0.0810)  -0.363
C (1.3767, -5.8867, 0.2999)  -0.946
C (1.0736, -4.5389, 0.3133)  -0.326
C (2.0358, -3.5943, -0.0418)  0.587
C (1.7088, -2.1279, -0.0566)  -0.272
O (0.4810, -1.9013, 0.6060)  -0.667
N (1.5842, -1.6384, -1.4444)  0.006
N (0.8534, -0.5038, -1.5738)  -0.401
C (0.5147, 0.0363, -2.6839)  0.247
C (-0.2200, 1.2887, -2.7060)  0.185
Br (-0.4191, 2.1398, -0.9926)  -0.072
C (-0.7656, 1.8969, -3.7589)  -0.790
C (-0.6254, 1.4546, -5.1578)  0.415
C (-1.7610, 1.4087, -5.9655)  -0.460
C (-1.6578, 0.9889, -7.2812)  -0.532
C (-0.4195, 0.6447, -7.8068)  -0.454
C (0.7189, 0.7218, -7.0171)  -0.584
C (0.6184, 1.1229, -5.6942)  -0.477
H (4.1028, -2.2496, -0.5669)  0.351
H (4.6128, -5.6742, -0.7206)  0.448
H (2.8960, -7.3502, -0.1009)  0.393
H (0.6291, -6.6142, 0.5830)  0.411
H (0.0877, -4.2036, 0.6057)  0.463
H (2.4904, -1.5479, 0.4492)  0.212
H (1.6383, -2.2698, -2.2314)  0.339
H (0.7740, -0.4258, -3.6306)  0.626
H (-1.3748, 2.7778, -3.5821)  0.439
H (-2.7258, 1.6884, -5.5598)  0.437
H (-2.5433, 0.9375, -7.9000)  0.393
H (-0.3389, 0.3337, -8.8397)  0.398
H (1.6880, 0.4831, -7.4340)  0.392
H (1.5146, 1.2275, -5.0934)  0.602
C (0.3233, -2.6386, 4.6127)  -1.018
C (0.8753, -1.3500, 5.2117)  -1.327
C (0.2904, -0.0823, 4.5635)  2.461
C (0.9014, 1.1807, 5.2177)  -1.287
C (0.3790, 2.4983, 4.6593)  -1.152
C (-1.2081, -0.0548, 4.8302)  -0.100
O (-1.6656, -0.1656, 5.9354)  -0.571
N (-2.0693, 0.1289, 3.7447)  0.059
C (-1.6849, 0.1693, 2.4386)  0.524
O (-2.4448, 0.2224, 1.4882)  -0.633
N (-0.3238, 0.1531, 2.1813)  -0.364
C (0.6841, -0.0754, 3.0982)  0.217
O (1.8238, -0.2177, 2.7135)  -0.613
H (0.7978, -3.5068, 5.0682)  0.495
H (0.5080, -2.6958, 3.5361)  0.082
H (-0.7518, -2.7306, 4.7839)  0.288
H (1.9575, -1.3039, 5.0916)  0.471
H (0.6508, -1.2976, 6.2770)  0.479
H (1.9821, 1.1109, 5.0888)  0.449
H (0.6877, 1.1115, 6.2850)  0.467
H (0.5778, 2.5956, 3.5888)  0.219
H (0.8666, 3.3368, 5.1546)  0.480
H (-0.6958, 2.6092, 4.8194)  0.293
H (-3.0617, 0.1349, 3.9385)  0.283



# 4
The following is a quantum chemistry calculation of a structure of composition C24H25BCo2O8 at a distorted geometry, from the Open Molecules 2025 dataset.

Its spin multiplicity is 1. The calculation puts the relative energy (zero: lowest compared OMol25 entry of this formula, charge and spin) at 182.04 kJ/mol. For the electronic energy, the calculation gives -117596.908 eV. The calculation puts the HOMO energy at -0.256 Eh.

Each line ends with the Mulliken charge.
Element x y z (Å)
C (-2.8205, -1.7877, 0.2661)  -1.943
C (-1.7526, -2.8565, 0.0627)  1.547
C (-2.2221, -3.8461, -0.9922)  -1.859
O (-0.5538, -2.2446, -0.3684)  -0.625
B (0.1514, -1.9221, 0.8539)  1.552
C (1.7154, -2.5093, 0.7480)  0.226
C (2.3727, -2.9361, 1.8948)  -0.375
C (3.6481, -3.5243, 1.8048)  -0.793
C (4.2552, -3.6711, 0.5557)  -0.371
C (3.5895, -3.2589, -0.5987)  -0.761
C (2.3071, -2.6875, -0.4946)  -0.325
C (0.1675, -0.2455, 1.0237)  0.380
C (0.1687, 0.5939, -0.2089)  -0.602
C (0.1286, 0.3418, 2.2200)  -1.345
O (-0.4368, -2.5617, 2.0106)  -0.489
C (-1.3246, -3.5267, 1.4793)  1.660
C (-2.4711, -3.7467, 2.4540)  -1.863
C (-0.6047, -4.8573, 1.2707)  -1.975
H (-3.7887, -2.2608, 0.4662)  0.438
H (-2.5646, -1.1199, 1.0992)  0.274
H (-2.9193, -1.1913, -0.6481)  0.436
H (-3.1342, -4.3520, -0.6546)  0.320
H (-2.4607, -3.2990, -1.9101)  0.461
H (-1.4540, -4.5950, -1.2059)  0.389
H (1.9057, -2.8197, 2.8706)  0.388
H (4.1523, -3.8364, 2.7203)  0.372
H (5.2532, -4.1019, 0.4814)  0.367
H (4.0492, -3.3538, -1.5842)  0.363
H (1.7850, -2.3797, -1.3974)  0.378
H (-0.0927, 0.0424, -1.1151)  0.375
H (-0.5345, 1.4360, -0.1000)  0.402
H (1.1494, 1.0546, -0.3805)  -0.161
H (0.0867, 1.4297, 2.2932)  0.256
H (0.1047, -0.2246, 3.1529)  0.317
H (-3.2051, -4.4301, 2.0117)  0.324
H (-2.0832, -4.2157, 3.3648)  0.468
H (-2.9567, -2.8011, 2.7111)  0.371
H (-1.3248, -5.6328, 0.9844)  0.414
H (0.1688, -4.7927, 0.4960)  0.291
H (-0.1416, -5.1768, 2.2117)  0.447
O (-1.7736, 6.2519, 1.7267)  -0.317
C (-1.4836, 6.1028, 0.6151)  0.278
Co (-1.1067, 5.9480, -1.0967)  0.065
C (-1.9634, 4.4252, -1.3762)  0.157
O (-2.5969, 3.4614, -1.4744)  -0.322
C (-2.0710, 7.3379, -1.6316)  0.293
O (-2.7439, 8.2382, -1.9095)  -0.321
C (0.8325, 5.8054, -0.7916)  -0.445
C (1.3062, 4.4984, -0.6940)  0.454
C (1.6828, 3.4763, 0.0937)  -0.870
Co (0.8863, 4.9921, -2.3755)  0.183
C (0.3189, 3.3856, -2.8529)  0.266
O (-0.0809, 2.3993, -3.3050)  -0.275
C (2.4510, 4.9662, -3.3299)  0.227
O (3.4441, 5.0219, -3.9159)  -0.295
C (-0.1167, 6.0167, -3.5269)  0.303
O (-0.4862, 6.6917, -4.3954)  -0.321
H (1.3576, 6.6932, -0.4396)  0.516
H (2.2557, 2.6593, -0.3505)  0.436
H (1.5747, 3.4955, 1.1810)  0.257